(1)
C37H40BrF40NO7 | ωB97M-V with the def2-TZVPD basis set

As for the structure (SMILES): CCCO[C@]1([C@@H](Br)CC)C[C@@H](CCOCC(F)(F)C(F)(F)C(F)(F)C(F)F)NC1=O.FC(F)C(F)(F)COC(F)(F)C(F)F.FC(F)C(F)(F)COC(F)(F)C(F)F.FC(F)C(F)(F)COC(F)(F)C(F)F.FC(F)C(F)(F)COC(F)(F)C(F)F. The gap between HOMO and LUMO comes out at 0.372 Eh.

Structure (ORCA input):
```
! wB97M-V def2-TZVPD RIJCOSX def2/J DEFGRID3
* xyz 0 1
Br -1.55808 -0.05520 7.05878
F 2.64376 3.73942 -7.78476
F 0.80128 2.08166 -9.16833
F 2.38246 -0.49655 -3.51878
F 5.07823 -1.77753 -12.42803
F 0.84499 4.26314 -5.83128
F 3.46567 2.15430 -9.05070
F -7.19107 -3.56541 6.65780
F 1.97171 1.91143 -1.34611
F 7.64222 -0.83372 -10.24849
F 7.09577 -2.81530 -10.99867
F -6.82571 1.50379 4.60882
F -5.86222 -1.12652 10.32914
F 9.04188 0.73652 -11.94122
F 0.38909 -0.75908 -2.66297
F -3.70482 -4.20983 3.32568
F 3.45788 -0.25876 -1.05646
F -8.33799 -3.51273 4.16127
F 0.35915 4.90193 -8.60308
F 6.95349 1.76172 -10.23555
F -4.73782 -6.22912 5.04332
F -3.77668 -5.71377 1.72347
F 2.36057 -2.09835 -1.44862
F -2.82309 -6.62296 4.05845
F -0.16613 6.39291 -7.08633
F 7.07260 -1.06458 -13.01852
F -7.28991 -5.35237 4.65656
F -0.62407 1.45592 -3.66275
F -7.09322 1.83928 8.07755
F 2.05552 1.92340 -3.53690
F -1.30739 4.41478 -5.56668
F 9.40342 2.61412 -10.87314
F 1.69907 0.38908 -8.08907
F 6.89659 3.47324 -11.57581
F -5.21348 -3.66018 5.72287
F -3.93068 -1.44853 8.39163
F -7.33642 -0.73994 8.75386
F -8.39909 2.58576 6.48804
F -4.76887 0.55088 8.56238
F -7.73667 0.04379 5.97750
F -0.73801 1.51020 -1.46883
O 6.40189 1.50072 -12.39873
O -0.54002 2.87134 -6.92401
O 0.56499 -1.67164 0.34879
O -6.39443 -3.87401 3.21538
O -1.77621 1.43824 4.25677
O -5.31249 -0.77663 6.83937
O 1.26860 1.31490 4.37896
N -0.87748 -0.32971 3.08671
C 4.26856 2.47806 2.97318
C 6.63243 -1.57050 -10.75396
C 1.21580 0.58031 7.43204
C -4.15061 -6.47076 3.85560
C 0.33217 -1.15052 3.21800
C -6.15652 -1.32920 9.02661
C 1.59506 -0.17378 -2.47827
C -0.33132 4.13461 -6.46963
C -6.49211 -3.28305 5.53324
C 0.07012 0.83172 6.43516
C -7.14045 2.18924 6.77692
C 6.12445 -0.96839 -12.06908
C 1.40829 -0.59083 0.10544
C -5.80681 -4.94399 2.50979
C 8.67999 2.03027 -11.85348
C -4.36579 -5.29941 2.88995
C -5.39623 0.37655 6.02614
C 0.25047 -2.53957 2.59267
C 3.46708 2.30574 4.27748
C 7.18853 2.15016 -11.49921
C 2.66177 1.00578 4.37456
C 0.62941 -1.06524 4.71646
C 0.45074 1.87006 -6.83320
C 2.77559 2.40576 -7.91343
C -6.78712 0.99750 5.88079
C 1.41058 1.39035 -2.46965
C 2.21106 -0.78361 -1.19359
C -0.48016 5.17895 -7.58786
C 1.00900 -2.65111 1.27631
C 1.40584 1.72656 -8.01995
C 5.54098 0.44684 -12.02348
C -0.03300 1.92278 -2.54146
C -5.04206 -0.70298 8.17458
C -0.92843 0.60648 4.09852
C 0.33639 0.41491 4.98394
C 1.93168 1.86273 7.86811
C -7.11309 -4.05374 4.35969
H 1.60090 -1.45971 5.01328
H 4.76396 0.44619 -12.78629
H 1.11527 -0.57167 2.71823
H 2.87673 0.37850 3.49726
H 2.15723 -0.43907 0.89165
H -0.18335 1.89113 6.40378
H 5.06037 0.63551 -11.06245
H -0.00274 3.01388 -2.57427
H -0.15873 -1.61434 5.24425
H -0.79275 -2.82792 2.42953
H 5.31758 2.69994 3.17540
H 2.69661 2.17332 7.15525
H -4.64742 1.12260 6.29454
H -6.43691 -5.83383 2.51106
H 1.21938 2.68363 7.97766
H -1.75582 -0.74922 2.82313
H 5.82139 -1.62826 -10.02377
H 2.41957 1.71952 8.83388
H -4.55462 -7.39262 3.43012
H 4.24456 1.57310 2.36144
H -5.15170 0.02176 5.02491
H 2.09062 -2.56800 1.43954
H 4.14492 2.36934 5.13112
H 1.00350 1.93558 -5.89530
H 3.33443 2.00859 -7.06254
H 0.81147 0.08806 8.31637
H 0.82416 -3.62796 0.82371
H 1.93005 -0.12488 7.00550
H 2.93577 0.43156 5.25834
H 0.80018 0.31093 0.04913
H -6.53803 -2.21219 5.34030
H -0.10802 0.93541 -6.81579
H 2.75461 3.12605 4.38760
H 3.88162 3.29953 2.36873
H 0.66886 -3.27411 3.28932
H -6.45212 3.01793 6.59436
H -5.73596 -4.58666 1.48330
H 8.87504 2.53277 -12.80214
H -1.50902 5.18601 -7.95112
H -6.22270 -2.39915 8.82277
*
```

(2)
C33H22Br2F2N2OPPtS2Te | ωB97M-V with the def2-TZVPD basis set

The value obtained for the energy above the lowest of the compared OMol25 structures with the same formula, charge and spin is 0.0 kcal/mol. The gap between HOMO and LUMO comes out at 0.251 Eh.

Structure (ORCA input):
```
! wB97M-V def2-TZVPD RIJCOSX def2/J DEFGRID3
* xyz -1 1
Pt 1.21580 1.77658 0.64512
Te -0.81243 1.63734 -1.08754
Br -2.42989 1.01009 7.13271
Br -1.76174 4.95285 3.16569
S -1.29973 -0.73658 -0.92967
S 0.26570 -1.43689 -3.95041
P -1.38647 -1.34525 -2.89752
F 6.41820 2.10120 1.25484
F 3.97070 3.88867 4.79802
O -0.10488 2.79380 1.83727
N 0.48674 0.26346 2.76847
N 2.68771 0.99740 -0.49371
C 1.67217 -1.75796 2.25826
C -1.68673 1.52064 5.45627
C -2.89042 -3.41108 -1.65409
C -3.59592 0.51331 -5.78320
C 5.21594 3.01114 3.02851
C 0.19034 -1.50145 4.31853
C -4.59114 1.09209 -3.67435
C 4.03685 2.06168 1.12885
C -2.07470 -3.84124 -3.87370
C -4.57835 1.17506 -5.05886
C 3.48057 -0.06900 -2.46707
C 3.95371 1.36275 -0.16155
C 2.79463 2.35011 1.73810
C -3.47758 -4.66948 -1.63066
C -2.62814 -0.22911 -5.12442
C 2.46522 0.27797 -1.59780
C -2.64392 -0.32381 -3.73617
C 3.97991 3.28707 3.58764
C -0.61540 -0.72148 5.09483
C 0.75833 -0.95791 3.14206
C -0.57242 2.38535 2.96364
C -1.91454 2.78046 4.98461
C -1.37608 3.19850 3.76159
C 2.78355 2.97422 2.98414
C -2.18416 -2.98863 -2.77677
C -2.67109 -5.09181 -3.85171
C 5.00797 1.06999 -1.02040
C -0.32622 1.05222 3.49919
C -3.37155 -5.50986 -2.72796
C 5.20745 2.39178 1.79828
C 4.76419 0.36081 -2.18405
C -3.62842 0.34341 -3.01275
C -0.89165 0.61283 4.71802
H 1.85589 3.21999 3.48428
H -1.50075 -3.52173 -4.73457
H 6.00383 1.39380 -0.76807
H -2.57936 -5.74599 -4.70993
H 2.43385 -1.10232 1.83697
H 1.10903 -2.18280 1.42333
H 0.40033 -2.52802 4.59269
H -2.51342 3.47643 5.55562
H 1.44330 -0.01921 -1.78271
H -1.83954 -0.72381 -5.67768
H -5.32848 1.76289 -5.57354
H -4.01779 -4.99098 -0.74901
H -3.63201 0.28694 -1.93160
H -5.34535 1.61832 -3.10329
H 5.58050 0.14439 -2.86202
H -3.57573 0.58530 -6.86365
H -1.05093 -1.11019 6.00584
H 6.13947 3.26327 3.52775
H 2.14916 -2.57237 2.80416
H 3.23664 -0.65593 -3.34087
H -3.82952 -6.49113 -2.70720
H -2.98126 -2.75807 -0.79677
*
```

(3)
CH2F3ISi | ωB97M-V with the def2-TZVPD basis set

The value obtained for the energy above the lowest of the compared OMol25 structures with the same formula, charge and spin is 0.0 kcal/mol. The gap between HOMO and LUMO (spin up / spin down) comes out at 0.246 / 0.239 Eh.

Structure (ORCA input):
```
! wB97M-V def2-TZVPD RIJCOSX def2/J DEFGRID3
* xyz 0 1
I 3.38810 1.52588 0.15830
Si -0.04784 0.95617 -0.24019
F -1.85484 -1.03458 0.46073
F 0.16265 -1.40991 1.15702
F -0.26542 -1.76346 -0.89972
C -0.55297 -0.91113 0.17557
H 0.06689 1.11430 -1.57415
H -0.89655 1.52272 0.76243
*
```

(4)
C3HCl2NO | ωB97M-V with the def2-TZVPD basis set

The value obtained for the energy above the lowest of the compared OMol25 structures with the same formula, charge and spin is 38.6 kcal/mol. The gap between HOMO and LUMO comes out at 0.368 Eh.

Structure (ORCA input):
```
! wB97M-V def2-TZVPD RIJCOSX def2/J DEFGRID3
* xyz 0 1
Cl -1.50409 0.68059 -1.07128
Cl 1.12517 -0.76288 1.94705
O -0.13179 1.63416 1.66416
N 0.92468 -0.29962 -2.41275
C -0.27001 -0.11769 -0.18466
C 0.41127 -0.43071 -1.38162
C 0.01399 0.45888 1.21541
H -0.56922 -1.16273 0.22369
*
```